Molecular formula: C42H102O21S3
Method: DFT, ωB97M-V with the def2-TZVPD basis set

Last column: Löwdin charge in e.
Element x y z (Å)
C1 0.30267 2.52626 3.89767  -0.096
O1 1.15382 2.33756 2.77855  -0.221
C2 2.46520 1.86847 2.96825  -0.193
C3 3.15619 2.25695 1.67385  -0.238
O2 4.39729 1.63598 1.57720  -0.137
C4 5.09863 2.26382 0.43479  -0.133
C5 6.51445 1.71665 0.30756  -0.193
O3 7.34421 2.19996 1.35037  -0.180
C6 7.87401 1.19013 2.16651  -0.124
H1 -0.04341 1.58954 4.36122  0.091
H2 -0.56186 3.02307 3.42076  0.075
H3 0.79680 3.21296 4.62467  0.101
H4 2.47330 0.76705 3.07741  0.130
H5 2.95448 2.40206 3.84795  0.146
H6 3.09059 3.37128 1.55391  0.138
H7 2.51731 1.86862 0.84655  0.103
H8 5.13801 3.34720 0.71983  0.113
H9 4.53503 2.11872 -0.47349  0.117
H10 7.02169 1.92674 -0.62828  0.125
H11 6.39948 0.62393 0.33470  0.117
H12 8.44798 1.63449 2.99376  0.090
H13 8.48476 0.51909 1.56588  0.082
H14 7.09800 0.58073 2.68723  0.094
C7 -3.23875 1.08980 0.84470  -0.071
O4 -3.38883 2.50931 0.91382  -0.183
C8 -4.24701 2.99897 1.90075  -0.200
C9 -3.61387 3.30774 3.25076  -0.206
O5 -3.43624 2.11986 3.95189  -0.096
C10 -3.04295 2.32314 5.26725  -0.231
C11 -3.78079 3.12494 6.28133  -0.189
O6 -4.85276 2.29496 6.81696  -0.187
C12 -5.66768 3.01617 7.80859  -0.077
H15 -3.80230 0.68556 0.03214  0.081
H16 -3.62212 0.63389 1.71500  0.046
H17 -2.16607 0.92072 0.68286  0.090
H18 -5.04931 2.27024 2.04185  0.134
H19 -4.61679 3.93724 1.45882  0.131
H20 -4.34543 4.03772 3.62408  0.126
H21 -2.67723 3.83400 3.21098  0.115
H22 -1.93926 2.55674 5.29828  0.118
H23 -2.94057 1.37766 5.73947  0.123
H24 -4.11597 4.08232 6.02700  0.100
H25 -2.96515 3.19512 7.04373  0.139
H26 -4.98351 3.40636 8.55104  0.070
H27 -6.27907 2.29493 8.36286  0.090
H28 -6.17210 3.89031 7.42257  0.077
C13 -2.43977 3.95727 -5.95038  -0.121
O7 -1.46655 2.92155 -6.00327  -0.230
C14 -0.74332 2.77795 -7.32656  -0.117
C15 0.33312 1.69799 -7.23102  -0.232
O8 -0.22624 0.52047 -6.81757  -0.140
C16 -0.62529 -0.26945 -7.90860  -0.172
C17 -0.65440 -1.78947 -7.50189  -0.158
O9 0.70391 -2.21781 -7.31749  -0.203
C18 0.92278 -3.63733 -7.40822  -0.091
H29 -2.09208 4.88810 -6.37439  0.076
H30 -2.70085 4.09513 -4.91476  0.080
H31 -3.34484 3.73951 -6.49484  0.078
H32 -0.32636 3.75304 -7.59634  0.119
H33 -1.55735 2.46146 -8.00989  0.127
H34 1.00841 2.01678 -6.40178  0.138
H35 0.90475 1.64511 -8.14104  0.120
H36 0.03395 -0.10786 -8.75341  0.117
H37 -1.64698 0.03557 -8.20704  0.127
H38 -1.11231 -2.36329 -8.35347  0.137
H39 -1.23277 -1.91034 -6.58712  0.100
H40 0.22467 -4.23894 -6.76252  0.080
H41 1.90341 -3.77540 -7.04118  0.072
H42 0.78237 -4.04739 -8.37282  0.064
C19 -5.73252 -6.63093 3.39326  -0.138
O10 -6.15010 -5.31796 3.51893  -0.187
C20 -5.28394 -4.41018 4.21638  -0.185
C21 -5.16245 -3.11296 3.47748  -0.183
O11 -4.24417 -3.25489 2.37949  -0.139
C22 -4.14299 -2.06436 1.54367  -0.220
C23 -3.40960 -2.43614 0.32383  -0.166
O12 -4.09045 -3.44068 -0.47481  -0.183
C24 -5.48436 -3.27588 -0.48641  -0.129
H43 -6.42687 -7.16382 2.76594  0.082
H44 -5.59886 -7.19966 4.34217  0.097
H45 -4.79388 -6.63083 2.86367  0.081
H46 -4.23330 -4.88561 4.26524  0.153
H47 -5.61012 -4.29102 5.23498  0.114
H48 -4.77151 -2.38319 4.18743  0.125
H49 -6.09732 -2.78149 2.96347  0.138
H50 -3.57147 -1.27151 1.98869  0.096
H51 -5.15184 -1.58382 1.47849  0.128
H52 -2.53525 -2.93241 0.72127  0.131
H53 -3.03805 -1.70526 -0.42803  0.109
H54 -5.96302 -3.75227 -1.36434  0.099
H55 -5.84991 -2.26010 -0.54508  0.074
H56 -5.91420 -3.67500 0.42240  0.078
C25 5.00488 8.00216 2.24310  -0.087
O13 4.96969 7.58139 0.87103  -0.196
C26 4.58619 6.26586 0.60014  -0.240
C27 4.54069 6.03617 -0.89121  -0.168
O14 3.89454 4.76131 -1.11824  -0.158
C28 2.79485 4.69614 -2.05552  -0.181
C29 1.38630 4.87047 -1.59957  -0.198
O15 0.99595 3.73771 -0.84382  -0.203
C30 -0.29467 3.73156 -0.28799  -0.109
H57 4.00052 8.18646 2.66711  0.091
H58 5.63956 8.90622 2.27333  0.093
H59 5.53760 7.27463 2.84112  0.076
H60 3.61948 5.96653 1.04444  0.130
H61 5.36455 5.60348 1.06985  0.131
H62 5.47948 6.20739 -1.47788  0.140
H63 3.88570 6.83461 -1.32758  0.129
H64 2.89214 3.74611 -2.51670  0.113
H65 2.89745 5.41437 -2.86059  0.122
H66 0.83492 4.95408 -2.53659  0.129
H67 1.31789 5.82165 -1.03800  0.140
H68 -1.13386 3.72547 -1.01268  0.098
H69 -0.49766 4.54193 0.38407  0.083
H70 -0.33711 2.79819 0.25908  0.063
C31 3.61017 -1.73663 1.09050  -0.102
O16 3.72743 -2.77247 2.01718  -0.156
C32 4.76811 -3.63967 1.73265  -0.272
C33 4.78775 -4.72907 2.71677  -0.191
O17 3.74682 -5.68687 2.30524  -0.148
C34 3.80347 -6.92117 3.02592  -0.173
C35 3.53183 -6.59937 4.54121  -0.233
O18 4.58226 -6.12441 5.32284  -0.169
C36 5.48503 -7.14465 5.48622  -0.140
H71 2.62947 -1.28540 1.14995  0.077
H72 3.69375 -2.20463 0.12021  0.081
H73 4.40653 -1.00565 1.22882  0.081
H74 5.83890 -3.23595 1.64220  0.145
H75 4.59602 -4.21369 0.69325  0.168
H76 4.55007 -4.33908 3.75397  0.141
H77 5.80148 -5.10676 2.84321  0.124
H78 4.74347 -7.42650 3.02749  0.095
H79 2.95233 -7.51169 2.60201  0.141
H80 3.00425 -7.48695 4.91598  0.116
H81 2.73404 -5.79294 4.43670  0.151
H82 6.18923 -7.22555 4.66540  0.086
H83 4.96132 -8.04510 5.66044  0.075
H84 6.07232 -7.00792 6.42215  0.106
C37 -3.17022 0.56586 -4.24896  -0.249
S1 -4.37917 -0.22454 -5.35238  0.814
O19 -3.81498 -1.52339 -5.82433  -0.566
C38 -5.61910 -0.68740 -4.08652  -0.248
H85 -3.72803 1.31964 -3.63105  0.074
H86 -2.53426 1.13966 -4.90984  0.012
H87 -2.55586 -0.14915 -3.70816  0.023
H88 -5.93398 0.32793 -3.77038  0.048
H89 -5.14326 -1.28980 -3.32469  0.041
H90 -6.44668 -1.20289 -4.58546  0.052
C39 -2.22385 -3.67660 -3.13220  -0.241
S2 -0.50012 -3.82624 -3.72651  0.797
O20 -0.46623 -5.10280 -4.49301  -0.566
C40 0.25500 -4.26782 -2.13738  -0.259
H91 -2.28606 -2.82299 -2.45403  0.010
H92 -2.49417 -4.52948 -2.52704  0.047
H93 -2.83443 -3.60664 -4.06864  0.061
H94 1.28483 -4.40535 -2.36064  0.019
H95 -0.14633 -5.24374 -1.82574  0.063
H96 0.26507 -3.46901 -1.35559  0.060
C41 0.55817 0.08634 -3.38136  -0.254
S3 -0.44127 0.39826 -1.98858  0.802
O21 -1.15798 -0.88552 -1.73010  -0.565
C42 0.93965 0.49880 -0.77677  -0.234
H97 1.12081 1.01812 -3.49364  0.064
H98 0.01537 -0.21723 -4.28806  0.061
H99 1.16180 -0.73056 -3.01410  0.045
H100 0.49267 0.23129 0.21810  0.075
H101 1.37191 1.50371 -0.76386  0.020
H102 1.70863 -0.23181 -0.99231  0.042

Atomic forces in eV per Å
0.3 0.6 -0.7
-0.5 -0.1 0.0
0.4 0.5 0.6
-1.6 -0.3 -0.5
1.5 0.9 -1.3
0.5 0.7 1.9
-0.6 -0.6 0.6
-0.3 0.1 0.2
-0.4 -0.5 0.9
0.3 0.1 0.0
0.2 -0.2 0.7
-0.5 -0.5 -0.2
0.2 0.4 0.3
-0.5 -0.8 -0.8
0.7 -0.7 0.2
0.2 0.3 0.4
0.0 -0.8 -0.7
-0.3 0.0 -0.4
-0.4 0.4 -0.4
0.3 0.0 0.2
0.1 0.1 -0.6
0.3 -0.2 0.1
0.1 0.3 -0.5
0.8 1.4 -0.4
0.7 -0.4 -0.5
0.4 0.3 -0.5
-1.0 0.3 -1.1
-1.1 0.0 0.3
2.5 -0.4 0.1
0.3 -2.2 1.7
-0.6 1.5 0.3
1.9 -1.0 -0.1
-0.3 -0.2 -0.9
0.0 -0.5 1.3
-0.3 -0.4 0.2
-0.3 0.3 0.3
-0.2 -0.2 0.4
0.0 -0.4 1.0
0.7 0.4 -0.5
-0.9 0.9 -0.3
-0.5 -1.4 0.2
-0.6 1.5 -0.6
-0.8 0.4 0.0
0.4 0.2 0.4
-0.2 0.2 -0.7
-0.6 -0.1 -0.5
0.6 -0.4 -0.4
1.3 -0.1 -1.3
-2.0 0.1 1.1
-0.2 2.3 2.3
0.2 -1.4 0.0
-1.3 -1.7 0.4
0.8 0.7 -1.2
-0.5 -0.3 -0.3
-1.9 0.5 1.8
0.5 0.5 0.0
0.0 0.1 0.4
-0.5 -0.5 -0.3
-0.1 -0.1 -0.1
0.6 0.3 -0.1
-0.1 -0.1 -0.6
0.2 -0.1 -0.6
0.3 -0.2 -0.2
0.2 -0.3 0.0
0.2 0.4 0.8
-0.2 -0.1 0.0
0.5 0.8 -0.2
1.1 -0.3 0.2
0.1 0.0 -1.5
0.8 -0.6 0.4
-0.6 1.3 0.5
1.5 -2.1 -1.1
0.1 0.4 -1.4
0.3 0.8 -0.2
-1.5 0.2 1.5
0.0 -1.4 -2.0
-0.1 0.4 0.0
-0.7 -0.4 -0.5
-0.5 -0.1 -0.1
-0.2 0.5 -0.3
0.7 -0.3 -0.2
-1.3 0.8 -0.1
-0.4 0.3 0.5
-0.2 0.4 0.0
0.1 -0.2 1.1
0.6 0.1 0.9
0.5 -0.6 -0.5
0.5 -0.3 -0.2
-0.5 0.4 1.1
0.7 -0.2 0.4
0.3 0.8 -0.1
-0.3 -0.4 0.3
0.3 0.0 -0.8
-0.3 1.1 0.2
1.3 -1.1 1.2
-1.8 0.9 -1.5
-0.1 0.4 -0.2
1.3 0.7 0.1
0.2 0.0 1.0
0.3 0.5 -0.3
-0.6 -0.6 -0.5
0.4 -0.1 -0.3
-0.6 -0.2 -0.1
0.0 -0.5 0.3
0.1 0.3 -0.2
-0.6 0.1 -0.3
-0.3 -0.8 0.9
0.2 -0.4 0.4
0.1 -1.1 -0.4
0.5 0.5 -0.2
-0.5 0.0 0.0
-0.4 -0.3 0.0
0.6 0.0 -0.1
0.2 0.7 0.6
-0.2 -0.1 0.3
0.3 -0.3 -0.4
0.0 0.1 0.7
1.1 -1.2 -2.8
-1.5 -0.4 1.9
2.1 -0.1 0.3
-1.5 1.6 1.3
-3.0 0.9 -2.1
-0.8 0.4 -0.3
2.0 0.1 1.6
-0.2 0.2 0.3
0.1 0.2 -0.8
-0.1 0.3 -0.1
-1.5 0.4 0.3
0.2 1.4 1.7
0.0 -0.3 -1.2
0.0 -0.8 -0.5
0.8 -0.5 -1.0
0.9 0.2 0.5
0.4 0.0 0.7
1.0 -0.8 0.6
0.1 -0.2 -0.3
-0.5 -1.5 -0.1
-0.2 0.3 -0.6
-0.8 0.8 -0.2
-0.2 -0.9 0.5
0.3 0.2 -0.2
0.2 1.4 -0.8
0.6 -0.9 -0.2
0.3 0.1 -0.2
-0.4 -0.2 0.3
-0.2 -0.8 0.4
0.0 0.0 0.3
0.3 0.1 0.1
0.3 0.3 -0.6
-0.9 -0.1 0.9
0.2 -0.1 -0.3
-0.2 0.5 0.6
-0.1 0.2 -0.5
0.0 -0.5 -0.2
0.4 0.2 1.0
1.0 -0.3 -0.4
-0.1 0.5 0.1
-0.7 -0.6 -0.6
0.5 0.1 -0.4
-0.5 0.4 1.1
-0.1 -0.2 0.3
-0.8 -0.2 0.6
0.2 -0.3 -0.4
0.0 0.4 0.4
0.6 -0.3 -0.5
0.3 0.5 -0.9
-0.3 -0.1 -0.1
0.1 -0.3 -0.2

The orbital gap is 8.570 eV. The calculation puts the HOMO energy at -8.1 eV.